No. 1
{
  "formula": "C16H18N6O4",
  "method": "ωB97M-V/def2-TZVPD",
  "species": ["C", "C", "N", "C", "C", "N", "C", "C", "O", "C", "C", "O", "C", "C", "C", "N", "C", "O", "C", "C", "C", "C", "N", "N", "N", "O", "H", "H", "H", "H", "H", "H", "H", "H", "H", "H", "H", "H", "H", "H", "H", "H", "H", "H"],
  "xyz": [[0.46377, -0.44131, -5.79064], [-0.38688, -1.20530, -4.84876], [-0.80438, -0.85886, -3.67477], [-1.54060, -1.95793, -3.29363], [-2.24107, -2.03869, -1.97337], [-3.13184, -0.90857, -1.77275], [-4.36541, -0.95392, -2.54254], [-2.72431, 0.31686, -1.32801], [-3.39329, 1.32310, -1.50012], [-1.43971, 0.46187, -0.58702], [-0.86815, 1.66132, -0.36028], [0.26946, 1.46103, 0.35411], [0.32784, 0.12238, 0.54034], [1.48101, -0.41902, 1.32768], [1.48626, -1.93962, 1.32394], [1.45572, 0.11908, 2.67801], [2.40628, 0.97380, 3.14033], [3.34655, 1.35382, 2.46949], [2.14967, 1.48623, 4.52564], [1.77932, 2.94033, 4.63553], [3.13953, 2.47029, 5.08021], [3.43144, 2.41791, 6.49011], [3.64471, 2.36911, 7.61737], [-0.65484, -0.51931, 0.01535], [-1.58268, -2.90875, -4.17253], [-0.80208, -2.41736, -5.22002], [0.71172, 0.51875, -5.34851], [1.37921, -0.99188, -6.00500], [-0.06306, -0.28373, -6.73120], [-2.82653, -2.95687, -1.94245], [-1.50397, -2.07933, -1.17749], [-5.01926, -0.15195, -2.21805], [-4.17425, -0.83400, -3.61315], [-4.84850, -1.91688, -2.37871], [-1.12879, 2.66827, -0.62622], [2.40251, -0.03583, 0.88652], [1.53010, -2.31820, 0.30406], [2.35342, -2.29961, 1.87511], [0.58066, -2.33380, 1.78616], [0.68821, -0.13091, 3.27992], [1.67734, 0.80893, 5.22518], [1.75028, 3.51343, 3.71994], [1.06927, 3.22118, 5.39880], [3.97529, 2.69398, 4.43138]],
  "lowdin_charge": [0.0163, -0.4006, 0.2145, -0.3360, -0.0929, -0.0836, -0.0274, -0.4082, 0.0638, -0.1536, 0.0032, 0.1055, -0.2924, -0.2719, -0.0340, 0.1157, -0.4473, 0.0812, -0.1556, -0.0270, -0.2203, -0.1874, 0.1505, 0.1952, 0.1497, 0.0327, 0.0881, 0.0913, 0.0917, 0.1280, 0.1014, 0.0867, 0.0980, 0.0916, 0.1421, 0.1536, 0.0845, 0.0854, 0.0827, 0.1545, 0.1495, 0.1199, 0.1161, 0.1448],
  "lumo_energy_ev": 0.467,
  "charge": 0,
  "multiplicity": 1,
  "orbital_gap_ev": 10.06
}

No. 2
{
  "formula": "C16H19AsClNO6PdS",
  "method": "ωB97M-V/def2-TZVPD",
  "species": ["Pd", "Cl", "C", "C", "C", "C", "O", "C", "C", "O", "C", "H", "H", "H", "H", "N", "C", "C", "C", "C", "C", "C", "S", "O", "O", "O", "H", "H", "H", "H", "H", "H", "C", "As", "C", "C", "O", "H", "H", "H", "H", "H", "H", "H", "H", "H"],
  "xyz": [[0.46158, -0.45673, -0.18324], [-5.84071, 2.98422, 0.66279], [-4.51859, 1.88378, 0.44803], [-4.78202, 0.54437, 0.12964], [-3.75856, -0.34644, -0.05465], [-2.40441, 0.03956, 0.07260], [-1.49494, -0.86038, -0.18294], [-2.15347, 1.39961, 0.40949], [-0.85365, 1.93773, 0.63712], [0.23155, 1.34317, 0.58572], [-3.22698, 2.30282, 0.58118], [-5.80941, 0.22091, 0.02509], [-3.96873, -1.37793, -0.30937], [-0.78683, 3.00870, 0.85856], [-3.01045, 3.33569, 0.82340], [2.46313, -0.04918, -0.40159], [2.60108, 1.36858, -0.69914], [2.05879, 1.84315, -1.88333], [1.87180, 3.20464, -2.03813], [2.21271, 4.07419, -1.00926], [2.86573, 3.59611, 0.11384], [3.05678, 2.23110, 0.27756], [1.58855, 5.76129, -1.03928], [0.27163, 5.57211, -0.44126], [2.52234, 6.50834, -0.21946], [1.56512, 6.11020, -2.44687], [2.99101, -0.29049, 0.43164], [2.79583, -0.63846, -1.16029], [1.71590, 1.14716, -2.64271], [1.40700, 3.61214, -2.92650], [3.16030, 4.30107, 0.88015], [3.48023, 1.84170, 1.19783], [-1.43397, -3.96285, -0.15707], [-0.39819, -3.21705, -1.58116], [-1.52234, -2.28350, -2.81407], [0.44299, -4.65792, -2.51536], [0.85543, -2.26321, -0.99398], [-2.17122, -4.65365, -0.56528], [-1.91865, -3.15473, 0.38394], [-0.75160, -4.49506, 0.50371], [-2.29445, -2.95689, -3.18398], [-0.90291, -1.94162, -3.64176], [-1.96817, -1.43375, -2.30424], [-0.30824, -5.32464, -2.93592], [1.07122, -5.20367, -1.81447], [1.06022, -4.24676, -3.31135]],
  "lowdin_charge": [1.0244, 0.6783, -0.6658, -0.0793, -0.0103, -0.3248, -0.2632, -0.1135, -0.1066, -0.0969, -0.0386, 0.1118, 0.1140, 0.1537, 0.1289, -0.0057, -0.3421, -0.0547, -0.0421, -0.2479, -0.0394, -0.0412, 0.3971, -0.3668, -0.3526, -0.3541, 0.1138, 0.1055, 0.1081, 0.1175, 0.1182, 0.1147, -0.1841, 1.0220, -0.1795, -0.1924, -0.5986, 0.0488, 0.0272, 0.0498, 0.0507, 0.0518, 0.0232, 0.0468, 0.0467, 0.0471],
  "lumo_energy_ev": -0.960,
  "charge": 0,
  "multiplicity": 1,
  "orbital_gap_ev": 6.63
}

No. 3
{
  "formula": "C16H19BN6SZn",
  "method": "ωB97M-V/def2-TZVPD",
  "species": ["C", "N", "N", "C", "C", "B", "N", "N", "C", "C", "C", "Zn", "N", "N", "C", "C", "C", "H", "H", "H", "H", "H", "H", "H", "H", "H", "H", "H", "C", "H", "H", "H", "S", "C", "C", "C", "C", "C", "C", "H", "H", "H", "H", "H"],
  "xyz": [[-1.74723, 0.15551, -2.21169], [-0.49713, 0.13534, -1.71028], [0.36797, 0.23546, -2.78672], [-0.33413, 0.33463, -3.92806], [-1.68757, 0.29081, -3.61133], [1.90759, 0.15715, -2.58452], [2.33127, 1.19929, -1.51146], [1.72756, 1.24638, -0.26095], [2.35408, 2.21736, 0.43732], [3.35361, 2.79483, -0.36151], [3.30173, 2.12547, -1.57916], [0.25682, -0.05309, 0.25052], [2.19273, -1.25222, -1.97953], [1.63846, -1.58245, -0.76315], [2.02490, -2.83691, -0.48314], [2.84822, -3.31743, -1.52276], [2.92306, -2.28193, -2.45135], [1.70204, -3.34227, 0.41790], [3.43130, -2.19396, -3.40210], [3.31529, -4.27953, -1.58587], [2.49967, 0.32446, -3.60902], [3.89388, 2.22136, -2.47539], [0.18519, 0.40359, -4.87168], [4.02692, 3.58223, -0.09415], [-2.50767, 0.34436, -4.29922], [2.07759, 2.47166, 1.45073], [-2.62437, 0.07573, -1.57997], [0.99764, 0.43488, 2.88367], [0.19894, 1.18212, 2.80028], [0.56715, 2.16939, 3.10854], [-0.17139, 1.25634, 1.75887], [-0.63360, 0.88718, 3.44624], [-0.85853, -1.65151, 1.44246], [-2.24050, -0.94170, 2.13865], [-3.05457, -0.00249, 1.46428], [-4.16453, 0.53905, 2.11276], [-4.48961, 0.15140, 3.41775], [-3.69851, -0.79775, 4.08082], [-2.58752, -1.34463, 3.45424], [-2.79818, 0.29704, 0.44776], [-4.78529, 1.26993, 1.59405], [-5.35868, 0.57767, 3.91906], [-3.93577, -1.12300, 5.09318], [-1.94881, -2.07972, 3.94391]],
  "lowdin_charge": [-0.1076, -0.0324, -0.0046, -0.0198, -0.0105, -0.4683, -0.0060, -0.0432, -0.0956, -0.0127, -0.0217, 0.5544, -0.0124, 0.0015, -0.1169, 0.0002, -0.0065, 0.1054, 0.1435, 0.1110, 0.1292, 0.1407, 0.1419, 0.1088, 0.1096, 0.0975, 0.0944, 0.0525, -0.0366, 0.0617, -0.0189, 0.0357, 1.0361, -0.6044, -0.0324, 0.0171, 0.0711, 0.0140, -0.0359, 0.0922, 0.1416, 0.1507, 0.1423, 0.1332],
  "lumo_energy_ev": [-11.628, -11.909],
  "charge": 2,
  "multiplicity": 1,
  "orbital_gap_ev": [2.78, 2.44]
}

No. 4
{
  "formula": "C16H19Cl3CoN4O5",
  "method": "ωB97M-V/def2-TZVPD",
  "species": ["Co", "Cl", "C", "C", "C", "Cl", "C", "O", "C", "Cl", "C", "H", "H", "C", "C", "N", "C", "C", "N", "C", "O", "O", "C", "O", "O", "H", "H", "H", "H", "H", "C", "C", "C", "C", "N", "N", "H", "H", "H", "H", "H", "H", "H", "H", "H", "H", "H", "H"],
  "xyz": [[0.78581, -0.51972, 0.44686], [-2.46572, 5.67660, -0.98574], [-1.85380, 4.18712, -0.30849], [-0.91207, 3.45636, -0.99820], [-0.44615, 2.28965, -0.41753], [0.74050, 1.31843, -1.29628], [-0.84626, 1.79496, 0.83215], [-0.38153, 0.70421, 1.37175], [-1.82902, 2.57888, 1.46589], [-2.44073, 2.03295, 2.99734], [-2.32151, 3.74611, 0.91909], [-0.55329, 3.78126, -1.96530], [-3.07558, 4.31027, 1.45122], [3.43598, 2.19979, 0.75172], [3.66798, 0.73091, 0.74953], [2.73756, -0.20830, 0.75794], [3.38125, -1.42004, 0.75313], [4.71783, -1.22469, 0.75493], [4.88017, 0.13840, 0.75103], [5.90829, -2.10814, 0.72551], [5.67525, -3.40560, 0.76287], [7.00655, -1.61177, 0.67134], [2.54760, -2.63637, 0.76187], [3.07006, -3.74334, 0.81279], [1.28466, -2.36916, 0.73090], [2.50652, 2.42040, 1.27373], [3.35065, 2.58120, -0.26643], [4.25502, 2.72006, 1.24807], [5.78884, 0.57868, 0.74918], [4.69859, -3.59487, 0.79875], [-3.88832, -0.43823, -2.09931], [-3.12327, -1.25076, -1.06309], [-3.08765, -2.71640, -1.46935], [-3.77736, -1.09179, 0.31165], [-1.74871, -0.70321, -1.08686], [-0.82371, -1.39650, -0.26653], [-4.91526, -0.79828, -2.18077], [-3.40682, -0.51737, -3.07514], [-3.92484, 0.61919, -1.82013], [-4.10445, -3.06900, -1.64793], [-2.65350, -3.35422, -0.69531], [-2.51450, -2.84604, -2.39031], [-4.78189, -1.52042, 0.31351], [-3.85881, -0.03543, 0.58149], [-3.21681, -1.59809, 1.10249], [-1.76774, 0.25049, -0.73581], [-0.49478, -2.24947, -0.70625], [-1.22497, -1.68874, 0.62802]],
  "mulliken_spin": [1.0258, 0.0000, -0.0007, -0.0010, -0.0005, 0.0285, 0.0031, 0.0118, -0.0026, -0.0001, 0.0011, -0.0008, 0.0000, -0.0002, 0.0022, -0.0169, 0.0076, -0.0047, -0.0006, 0.0003, 0.0001, -0.0001, -0.0067, 0.0059, -0.0368, -0.0002, 0.0004, 0.0000, -0.0002, -0.0005, -0.0002, -0.0004, 0.0000, 0.0001, -0.0020, -0.0113, -0.0001, 0.0000, 0.0000, 0.0000, -0.0003, 0.0000, 0.0000, 0.0000, -0.0001, 0.0002, 0.0007, -0.0009],
  "lumo_energy_ev": [0.157, 0.154],
  "charge": 0,
  "multiplicity": 2,
  "orbital_gap_ev": [8.45, 8.42]
}

No. 5
{
  "formula": "C16H19F4NO3",
  "method": "ωB97M-V/def2-TZVPD",
  "species": ["O", "C", "N", "C", "C", "C", "C", "C", "O", "C", "C", "C", "C", "C", "O", "C", "C", "F", "F", "C", "F", "F", "C", "C", "H", "H", "H", "H", "H", "H", "H", "H", "H", "H", "H", "H", "H", "H", "H", "H", "H", "H", "H"],
  "xyz": [[-2.42751, 1.66317, -0.82456], [-1.72296, 0.69270, -0.62453], [-2.15459, -0.57937, -0.79465], [-3.51407, -0.89561, -1.15287], [-4.30879, -1.47005, 0.04053], [-4.60967, -0.40251, 1.09486], [-5.90445, 0.20832, 0.56031], [-6.57009, -0.97676, -0.14975], [-5.56391, -1.95293, -0.39245], [-0.29654, 0.81889, -0.19625], [0.43244, 1.90860, -0.66461], [1.74764, 2.08603, -0.28497], [2.35441, 1.18492, 0.58379], [3.79685, 1.37731, 0.97477], [4.68231, 1.35475, -0.14691], [4.64400, 0.19396, -0.92079], [5.45523, -0.96443, -0.31282], [4.81987, -1.49650, 0.76867], [5.54223, -1.97351, -1.21049], [6.86062, -0.50905, 0.13240], [7.51051, 0.04110, -0.91032], [7.59747, -1.54930, 0.55863], [1.62432, 0.10470, 1.06236], [0.30712, -0.07722, 0.67926], [-1.52675, -1.34693, -0.62007], [-3.52686, -1.62785, -1.96508], [-3.97842, 0.03019, -1.49753], [-3.75773, -2.32591, 0.45082], [-4.77686, -0.87230, 2.06475], [-3.80840, 0.32695, 1.18243], [-5.67809, 1.00616, -0.14614], [-6.53293, 0.61348, 1.34972], [-7.33878, -1.44382, 0.47676], [-7.02732, -0.68726, -1.10154], [-0.05408, 2.60920, -1.32577], [2.31727, 2.92380, -0.65830], [4.09107, 0.62557, 1.71717], [3.94676, 2.37270, 1.40101], [3.61799, -0.16178, -1.08439], [5.10199, 0.44023, -1.88283], [6.79072, 0.23464, 0.94042], [2.08869, -0.59702, 1.74009], [-0.25069, -0.90727, 1.08890]],
  "lowdin_charge": [0.0699, -0.4609, 0.0772, -0.1132, -0.3264, -0.1198, -0.1465, -0.1853, -0.1040, -0.1302, 0.0020, -0.0090, -0.2154, -0.1456, -0.1105, -0.1098, -0.4438, 0.0987, 0.1196, -0.3150, 0.0996, 0.0994, -0.0238, -0.0205, 0.1348, 0.1315, 0.1258, 0.1471, 0.1179, 0.1078, 0.1093, 0.1100, 0.1174, 0.1183, 0.1212, 0.1241, 0.1200, 0.1374, 0.1430, 0.1486, 0.1713, 0.1161, 0.1119],
  "lumo_energy_ev": 0.450,
  "charge": 0,
  "multiplicity": 1,
  "orbital_gap_ev": 9.85
}

No. 6
{
  "formula": "C16H19InN3O11P2S",
  "method": "ωB97M-V/def2-TZVPD",
  "species": ["In", "O", "C", "O", "C", "C", "C", "C", "C", "N", "C", "O", "O", "H", "H", "H", "H", "C", "C", "O", "P", "O", "O", "O", "P", "O", "O", "O", "H", "H", "H", "H", "H", "H", "H", "N", "C", "S", "N", "C", "C", "C", "C", "C", "C", "H", "H", "H", "H", "H", "H", "H", "H"],
  "xyz": [[0.08412, -0.23453, 0.25436], [-3.54123, 2.45512, 1.09371], [-2.42742, 1.74659, 0.99652], [-1.79694, 1.60272, -0.02483], [-1.97178, 1.16068, 2.29364], [-2.57756, 1.36680, 3.51489], [-1.99558, 0.78180, 4.63826], [-0.82847, 0.05226, 4.50584], [-0.28321, -0.10207, 3.23778], [-0.86691, 0.42667, 2.17371], [1.06171, -0.79039, 2.99972], [1.69992, -1.14484, 3.96712], [1.42470, -0.87720, 1.76172], [-3.76247, 2.80793, 0.21702], [-3.47303, 1.96640, 3.58378], [-2.45059, 0.91342, 5.61072], [-0.31933, -0.39693, 5.34648], [-1.07801, -3.61731, -2.75839], [-0.67698, -3.62862, -1.29135], [-0.89154, -4.93786, -0.77710], [1.09127, -3.19385, -1.10115], [1.91171, -3.85327, -2.28695], [1.63214, -3.98920, 0.14090], [1.30714, -1.72034, -0.99895], [-1.63981, -2.43216, -0.28870], [-3.15749, -2.83591, -0.48618], [-1.09982, -2.51015, 1.09868], [-1.47239, -1.03930, -0.90371], [-0.53890, -4.39374, -3.30064], [-0.88372, -2.64189, -3.20658], [-2.14480, -3.82046, -2.84017], [-0.68208, -4.93206, 0.16865], [1.86789, -3.39677, -3.13656], [2.12379, -4.79792, -0.05384], [-3.40931, -3.65933, -0.04830], [3.50886, 0.07313, -0.15761], [2.84291, 1.12382, 0.30257], [1.42838, 1.67994, -0.55213], [3.28296, 1.73474, 1.39435], [2.57126, 2.73344, 2.14403], [2.34388, 3.98933, 1.60513], [1.64870, 4.92687, 2.35299], [1.20764, 4.61374, 3.63174], [1.46875, 3.36215, 4.17086], [2.15303, 2.41165, 3.42639], [3.06433, -0.47011, -0.88277], [4.17059, -0.40992, 0.43220], [4.07997, 1.32372, 1.86276], [2.70556, 4.22870, 0.61488], [1.46491, 5.90945, 1.94004], [0.67659, 5.35419, 4.21495], [1.14630, 3.12231, 5.17556], [2.36217, 1.43052, 3.83781]],
  "lowdin_charge": [0.6939, 0.1695, -0.4368, 0.0677, -0.1420, 0.0471, 0.0082, 0.0507, -0.1466, 0.1165, -0.5760, 0.0962, -0.0949, 0.1551, 0.1308, 0.1246, 0.1353, -0.0473, -0.5947, -0.0306, 0.5251, -0.0696, -0.0524, -0.3022, 0.3299, -0.0690, -0.2620, -0.2884, 0.0918, 0.0976, 0.0964, 0.0977, 0.1106, 0.1192, 0.1071, 0.1528, -0.7498, 0.7937, 0.1003, -0.2606, -0.0403, -0.0590, -0.0702, -0.0639, -0.0138, 0.0794, 0.1382, 0.1721, 0.1147, 0.1125, 0.1095, 0.1113, 0.1146],
  "lumo_energy_ev": -3.193,
  "charge": 1,
  "multiplicity": 1,
  "orbital_gap_ev": 8.77
}

The records above yield E values of -34013.7179, -118350.5597, -85754.0627, -108295.3085, -35403.2315, -78484.4467 eV, respectively.